1.
The following is a DFT calculation (wB97M-V/def2-TZVPD) of C21H19IN7O2Ru as an isolated structure in a non-equilibrium geometry.

The geometry in XYZ format:
```
51
Properties=species:S:1:pos:R:3:forces:R:3:lowdin_spin:R:1
Ru 0.096 0.707 -0.323 0.2 0.4 1.0 0.747
N 2.398 -2.989 -1.144 0.0 0.0 0.0 0.001
C 1.907 -1.767 -1.100 0.0 0.0 -0.1 0.003
N 0.700 -1.468 -0.670 0.0 -0.1 0.0 0.052
C -0.096 -2.486 -0.180 0.0 -0.1 0.0 0.010
N -1.283 -2.224 0.284 0.1 0.1 0.0 0.017
N -1.563 -0.903 0.116 -0.2 -0.3 -0.3 0.110
C -2.749 -0.514 0.364 0.0 0.0 0.0 0.001
C -3.031 0.877 0.045 0.0 0.0 0.0 0.005
C -4.293 1.423 0.206 0.0 0.0 0.0 -0.001
C -4.531 2.712 -0.241 0.0 0.0 0.0 0.001
C -3.498 3.395 -0.859 0.0 0.0 0.0 -0.002
C -2.261 2.785 -0.968 0.0 0.0 0.0 0.002
N -2.002 1.558 -0.501 0.1 0.0 -0.2 0.027
C 0.396 -3.851 -0.187 0.0 0.0 0.0 0.003
C -0.364 -4.930 0.282 0.0 0.0 0.0 0.001
C 0.164 -6.200 0.253 0.0 0.0 0.0 0.000
C 1.454 -6.418 -0.242 0.0 0.0 0.0 0.001
C 2.217 -5.371 -0.714 0.0 0.0 0.0 0.000
C 1.675 -4.091 -0.683 0.1 0.0 0.0 0.001
H 3.344 -3.120 -1.473 0.0 0.0 0.0 0.000
H 2.550 -0.962 -1.425 0.0 0.0 0.0 0.001
H -3.517 -1.199 0.710 0.0 0.0 0.0 0.003
H -5.077 0.828 0.655 0.0 0.0 0.0 0.000
H -5.508 3.163 -0.131 0.0 0.0 0.0 0.000
H -3.640 4.388 -1.262 0.0 0.0 0.0 0.000
H -1.453 3.301 -1.465 0.0 0.0 0.0 0.000
H -1.360 -4.744 0.658 0.0 0.0 0.0 0.000
H -0.419 -7.036 0.613 0.0 0.0 0.0 0.000
H 1.861 -7.419 -0.255 0.0 0.0 0.0 0.000
H 3.214 -5.537 -1.101 0.0 0.0 0.0 0.000
N 0.009 0.576 1.769 -0.2 0.2 0.0 -0.010
C 1.376 0.572 2.355 0.0 -0.1 -0.1 0.000
C 2.268 0.011 1.256 -0.1 0.2 -0.1 0.002
O 3.007 -0.925 1.381 0.1 0.1 0.1 0.000
O 2.064 0.669 0.118 0.0 -0.4 -0.4 0.016
H -0.544 1.344 2.134 -0.1 -0.1 0.2 0.000
H -0.477 -0.281 2.016 0.0 0.0 0.1 0.000
H 1.428 -0.017 3.266 -0.1 0.0 0.0 0.000
H 1.668 1.600 2.558 0.1 0.0 0.1 0.000
I 0.906 1.504 -2.847 -0.1 0.0 -0.1 -0.002
C 1.150 3.045 -1.460 0.0 0.0 0.0 0.008
C 1.780 4.246 -1.695 0.0 0.0 0.0 -0.001
C 1.810 5.158 -0.649 0.0 0.0 0.0 0.008
C 1.205 4.837 0.559 0.0 0.0 0.0 0.000
C 0.603 3.604 0.703 0.0 0.0 -0.1 0.005
N 0.581 2.713 -0.298 0.2 0.2 -0.1 -0.006
H 2.227 4.461 -2.655 0.0 0.0 0.0 0.000
H 2.296 6.116 -0.781 0.0 0.0 0.0 0.000
H 1.201 5.534 1.385 0.0 0.0 0.0 0.000
H 0.113 3.325 1.625 0.0 0.0 0.0 0.000
```
Positions in Å, forces in eV/Å.

Computed properties:
- lowest unoccupied orbital energy (alpha / beta) (eV) = -6.41 / -6.83
- total charge = +2
- multiplicity = 2
- frontier orbital gap (alpha / beta) (eV) = 7.402 / 6.968
- relative energy (zero: lowest compared OMol25 entry of this formula, charge and spin) (kcal per mole) = 14.4
- highest occupied orbital energy (alpha / beta) (eV) = -13.81 / -13.80

2.
The following is a DFT calculation (wB97M-V/def2-TZVPD) of one molecule with the formula C3H9O2PS in a non-equilibrium geometry.

The geometry in XYZ format:
```
16
Properties=species:S:1:pos:R:3:forces:R:3:mulliken_charge:R:1
C -1.564 0.509 -0.721 1.8 -0.4 2.6 -1.086
C -0.905 -0.705 2.040 -2.4 2.0 -1.4 -0.992
C 2.151 0.256 -1.254 -2.1 2.4 1.3 -0.866
O 0.530 1.505 1.031 -1.1 -1.0 -0.2 -0.703
O 0.533 -1.895 -1.327 -0.2 -0.4 0.6 -0.608
P -0.227 0.265 0.627 0.4 0.7 -0.8 0.897
S 1.226 -1.132 -0.235 0.7 1.5 -2.5 0.326
H -2.128 1.228 -0.206 -1.4 1.0 1.0 0.418
H -1.155 1.116 -1.491 0.5 -0.4 -1.3 0.352
H -2.149 -0.381 -0.852 0.1 -0.3 -0.8 0.345
H -0.213 -1.459 2.298 0.8 -0.5 0.8 0.390
H -1.090 0.171 2.756 0.2 -1.8 -0.4 0.294
H -1.870 -1.212 1.690 1.2 0.8 0.7 0.305
H 2.028 1.303 -0.690 0.6 -2.5 -0.9 0.289
H 1.665 0.453 -2.249 0.1 -0.9 1.0 0.274
H 3.166 -0.022 -1.419 0.7 -0.3 0.2 0.364
```
Positions in Å, forces in eV/Å.

Computed properties:
- lowest unoccupied orbital energy (eV) = 0.65
- total charge = 0
- frontier orbital gap (eV) = 9.582
- relative energy (zero: lowest compared OMol25 entry of this formula, charge and spin) (kcal per mole) = 42.6
- highest occupied orbital energy (eV) = -8.93

3.
The following is a DFT calculation (wB97M-V/def2-TZVPD) of C39H34CoNO2P2S as an isolated structure.

The geometry in XYZ format:
```
80
Properties=species:S:1:pos:R:3:forces:R:3:lowdin_spin:R:1
Co 0.835 0.493 0.287 -0.6 -0.3 0.1 1.122
O 0.292 -0.510 -1.502 -0.6 -0.2 -0.1 0.015
S -0.709 -1.612 -1.746 0.5 0.3 -0.2 0.006
C -0.012 -3.061 -0.991 0.1 0.0 0.2 0.000
C -0.215 -4.241 -1.695 0.0 -0.1 0.0 0.000
C 0.255 -5.443 -1.189 0.0 0.0 -0.1 0.000
C 0.940 -5.445 0.014 0.0 0.0 0.1 -0.001
C 1.172 -4.252 0.683 0.0 -0.1 0.0 -0.001
C 0.713 -3.026 0.201 0.0 -0.2 0.1 -0.006
P 1.192 -1.552 1.227 0.1 0.4 -0.1 -0.030
C 2.963 -1.939 1.440 0.1 -0.1 0.0 0.000
C 3.781 -1.587 0.367 0.0 0.0 0.0 0.000
C 5.130 -1.899 0.372 0.0 0.0 0.0 0.000
C 5.684 -2.556 1.464 0.0 0.0 0.0 0.000
C 4.879 -2.913 2.534 0.0 0.0 0.0 0.000
C 3.522 -2.616 2.520 0.0 0.0 0.0 0.000
C 0.382 -1.935 2.807 0.1 0.0 0.0 -0.004
C -0.875 -2.533 2.822 -0.1 0.0 0.1 -0.002
C -1.553 -2.708 4.021 0.0 0.0 0.0 0.000
C -0.975 -2.302 5.214 0.0 0.0 0.0 -0.002
C 0.278 -1.703 5.206 0.0 0.0 0.0 0.000
C 0.948 -1.507 4.009 0.0 0.1 0.0 -0.001
C -2.212 -1.503 -0.749 0.0 0.0 0.0 0.001
C -3.084 -2.537 -1.095 0.0 0.0 0.0 0.000
C -4.315 -2.656 -0.481 0.0 0.0 0.0 0.000
C -4.691 -1.716 0.468 0.0 0.0 0.0 0.000
C -3.837 -0.674 0.777 0.0 0.0 0.0 0.001
C -2.579 -0.532 0.180 -0.1 -0.1 0.3 0.000
P -1.496 0.878 0.654 0.1 -0.3 -0.1 0.005
C -2.041 1.379 2.312 -0.1 0.2 0.0 0.002
C -1.196 1.130 3.386 0.0 0.0 0.1 0.001
C -1.551 1.525 4.670 0.0 0.0 0.0 0.000
C -2.747 2.189 4.884 0.0 0.0 0.0 0.000
C -3.585 2.476 3.811 0.0 0.0 0.0 0.000
C -3.231 2.082 2.532 0.0 0.0 0.0 0.001
C -2.173 2.214 -0.384 0.0 -0.1 -0.2 0.001
C -2.933 1.945 -1.516 0.0 0.1 0.0 0.001
C -3.363 2.980 -2.340 0.0 0.0 0.1 0.000
C -3.034 4.290 -2.034 0.0 0.0 0.0 0.001
C -2.273 4.566 -0.902 0.0 0.0 0.0 0.000
C -1.840 3.536 -0.086 0.0 0.0 0.0 0.001
H -0.730 -4.216 -2.647 0.0 0.0 0.0 0.000
H 0.097 -6.363 -1.734 0.0 0.0 0.0 0.000
H 1.316 -6.371 0.427 0.0 0.0 0.0 0.000
H 1.737 -4.280 1.606 0.0 0.0 0.0 0.000
H 3.354 -1.069 -0.485 0.0 0.0 0.0 0.000
H 5.750 -1.625 -0.472 0.0 0.0 0.0 0.000
H 6.741 -2.791 1.476 0.0 0.0 0.0 0.000
H 5.307 -3.431 3.383 0.0 0.0 0.0 0.000
H 2.909 -2.921 3.357 0.0 0.0 0.0 0.000
H -1.339 -2.864 1.899 0.0 0.0 0.0 0.000
H -2.532 -3.168 4.020 0.0 0.0 0.0 0.000
H -1.498 -2.452 6.150 0.0 0.0 0.0 0.000
H 0.736 -1.382 6.133 0.0 0.0 0.0 0.000
H 1.910 -1.009 4.014 0.0 0.0 0.0 0.000
H -2.803 -3.256 -1.854 0.0 0.0 0.0 0.000
H -4.976 -3.469 -0.750 0.0 0.0 0.0 0.000
H -5.652 -1.785 0.960 0.0 0.0 0.0 0.000
H -4.154 0.048 1.516 0.0 0.0 0.0 0.000
H -0.246 0.644 3.219 0.0 -0.1 0.0 0.001
H -0.884 1.322 5.497 0.0 0.0 0.0 0.000
H -3.022 2.502 5.883 0.0 0.0 0.0 0.000
H -4.507 3.018 3.973 0.0 0.0 0.0 0.000
H -3.870 2.340 1.697 0.0 0.0 0.0 0.000
H -3.203 0.926 -1.763 0.0 0.0 0.0 0.000
H -3.961 2.755 -3.214 0.0 0.0 0.0 0.000
H -3.376 5.098 -2.668 0.0 0.0 0.0 0.000
H -2.020 5.589 -0.655 0.0 0.0 0.0 0.000
H -1.244 3.765 0.790 0.0 0.0 0.0 0.000
N 1.795 3.489 -2.140 0.0 0.0 0.0 -0.001
C 1.756 2.516 -1.232 -0.1 0.0 0.0 -0.002
O 0.666 1.998 -0.910 0.5 0.6 -0.1 -0.013
C 2.999 2.005 -0.574 0.0 0.2 0.0 -0.012
C 2.542 1.388 0.745 0.2 -0.4 0.1 -0.077
H 0.941 3.787 -2.582 0.0 0.0 0.0 0.000
H 2.667 3.910 -2.403 0.0 0.0 0.0 0.000
H 3.755 2.795 -0.487 0.0 0.0 0.0 -0.004
H 3.421 1.252 -1.248 0.0 0.0 0.0 -0.001
H 2.192 2.178 1.420 0.0 0.0 0.0 0.002
H 3.331 0.834 1.246 0.1 0.1 0.0 -0.005
```
Positions in Å, forces in eV/Å.

Computed properties:
- lowest unoccupied orbital energy (alpha / beta) (eV) = -2.20 / -2.21
- total charge = +1
- multiplicity = 2
- frontier orbital gap (alpha / beta) (eV) = 8.180 / 7.928
- relative energy (zero: lowest compared OMol25 entry of this formula, charge and spin) (kcal per mole) = 0.0
- highest occupied orbital energy (alpha / beta) (eV) = -10.38 / -10.13